Entry 1:
96
Properties=species:S:1:pos:R:3 method="wB97M-V/def2-TZVPD" fmax_ev_per_a=8.67 charge=0 homo_lumo_gap_ev=7.9 homo_energy_ev=-8.112 multiplicity=1 e_tot_ev=-114385.6200
C -2.665 0.758 2.341
P -2.497 -0.403 0.840
O -3.429 -1.825 1.168
C -0.618 -0.863 0.741
O -0.261 -1.252 2.092
C 0.091 0.464 0.194
F -0.560 0.720 -1.091
C 1.702 0.404 0.078
C 2.239 1.263 1.366
O 1.550 0.975 2.598
O 1.225 2.199 3.138
C 2.251 1.202 -1.187
F 1.931 0.622 -2.451
F 1.607 2.501 -1.218
C 3.814 1.561 -1.245
F 4.161 2.743 -0.496
F 3.951 2.058 -2.605
C 4.872 0.382 -1.167
F 4.384 -0.856 -1.699
F 5.928 0.734 -2.088
C 5.608 0.056 0.199
F 5.814 1.109 1.101
F 6.928 -0.390 -0.158
F 5.077 -1.030 0.942
O 2.235 -0.919 0.282
S 1.472 -2.146 -0.545
O 1.971 -3.440 0.087
O 1.778 -2.270 -2.009
C -0.378 -2.161 -0.181
C -1.282 -2.268 -1.489
C -1.027 -3.671 -2.268
O -0.608 -3.682 -3.439
F -1.275 -4.934 -1.623
H -2.790 0.074 3.256
H -1.734 1.398 2.472
H -3.628 1.385 2.252
H -4.071 -1.552 1.870
H -1.021 -1.737 2.506
H -0.275 1.329 0.868
H 3.335 0.927 1.499
H 2.254 2.385 1.178
H 0.349 2.495 2.757
H -0.636 -3.073 0.479
H -1.082 -1.447 -2.277
H -2.409 -2.242 -1.296
O -0.524 -5.427 -6.378
H -1.448 -5.565 -6.137
H -0.134 -5.030 -5.587
O 2.184 -6.450 -5.593
H 2.482 -5.643 -5.155
H 1.371 -6.186 -6.046
O -6.158 -1.757 0.854
H -7.115 -1.644 0.897
H -6.026 -2.362 0.114
O -4.420 -2.772 4.040
H -5.225 -2.617 4.553
H -4.620 -3.566 3.527
O 3.852 5.619 0.433
H 4.159 4.837 -0.045
H 4.640 6.173 0.505
O -1.601 1.790 -4.015
H -1.141 1.233 -4.655
H -1.100 1.670 -3.198
O 7.009 -0.683 -4.937
H 6.602 -0.137 -4.252
H 7.647 -1.226 -4.454
O -2.015 -1.865 -5.055
H -1.416 -1.266 -5.517
H -1.450 -2.608 -4.795
O 2.112 7.809 1.550
H 2.422 7.027 1.072
H 2.897 8.365 1.623
O -1.858 3.269 2.968
H -1.952 4.166 2.620
H -1.881 3.386 3.929
O -0.349 4.213 0.231
H 0.573 4.497 0.237
H -0.465 3.812 -0.640
O 8.358 -3.130 -5.074
H 8.571 -4.058 -5.231
H 8.091 -2.801 -5.942
O -4.538 -0.121 -6.389
H -4.934 0.446 -5.716
H -3.913 -0.668 -5.896
O -6.079 -1.108 6.297
H -7.001 -1.254 6.543
H -5.683 -0.720 7.092
O -4.838 1.039 4.492
H -5.761 0.895 4.736
H -4.444 1.426 5.283
O -3.850 -0.562 7.937
H -3.400 -1.123 7.291
H -3.339 -0.682 8.747
O -2.707 4.245 5.676
H -3.598 4.583 5.522
H -2.271 4.951 6.170



Entry 2:
81
Properties=species:S:1:pos:R:3 method="wB97M-V/def2-TZVPD" fmax_ev_per_a=10.29 charge=0 homo_lumo_gap_ev=7.2 homo_energy_ev=-7.759 multiplicity=1 de_lowest_ev=3.3405 smiles="NC(N)=O.NC(N)=O.NC(N)=O.NC(N)=O.NC(N)=O.NC(N)=O.CCO.CO.CO.CO.CO" e_tot_ev=-53588.9667
N -10.231 -2.583 -1.816
C -9.922 -1.350 -1.513
N -8.993 -1.322 -0.584
O -10.379 -0.282 -2.218
H -10.907 -2.828 -2.509
H -9.930 -3.349 -1.197
H -8.704 -0.403 -0.292
H -8.608 -2.146 0.046
N -10.379 -1.827 -5.182
C -11.238 -1.101 -5.711
N -11.516 -0.064 -4.909
O -11.902 -1.511 -6.878
H -10.136 -2.641 -5.778
H -9.853 -1.698 -4.297
H -12.291 0.639 -5.168
H -11.133 -0.190 -4.005
N -16.918 -0.400 -1.556
C -15.759 -0.326 -2.181
N -14.755 0.110 -1.437
O -15.685 -0.561 -3.512
H -17.724 -0.497 -2.155
H -17.046 -0.610 -0.522
H -13.889 0.319 -1.911
H -14.808 0.094 -0.390
N -10.961 -1.000 1.658
C -11.385 0.146 2.170
N -10.503 1.091 2.085
O -12.671 0.335 2.627
H -11.752 -1.665 1.623
H -10.126 -1.204 1.047
H -10.798 2.069 2.231
H -9.561 0.923 1.652
N -17.427 1.959 -0.567
C -16.713 2.840 -0.040
N -15.475 2.472 0.091
O -17.229 4.054 0.497
H -18.469 2.141 -0.379
H -17.274 1.064 -1.040
H -14.814 3.129 0.546
H -15.014 1.846 -0.562
N -14.290 3.290 -3.917
C -14.180 2.748 -5.131
N -14.972 3.328 -5.986
O -13.516 1.536 -5.327
H -13.733 2.866 -3.189
H -14.624 4.255 -3.734
H -14.924 2.934 -6.951
H -15.241 4.329 -5.840
C -10.980 4.352 -3.985
C -9.602 4.027 -3.522
O -9.612 2.892 -2.772
H -11.582 4.526 -3.131
H -11.349 3.650 -4.656
H -10.912 5.376 -4.398
H -9.344 4.715 -2.804
H -8.870 3.993 -4.341
H -9.017 2.308 -3.224
C -13.569 5.435 -0.654
O -13.514 5.955 -1.903
H -14.321 4.665 -0.688
H -13.826 6.202 0.144
H -12.614 5.069 -0.239
H -14.325 5.898 -2.246
C -12.083 1.989 -0.890
O -12.493 1.755 -2.206
H -11.072 2.344 -0.836
H -12.211 1.159 -0.193
H -12.538 2.820 -0.409
H -11.729 2.007 -2.756
C -9.918 5.536 -0.079
O -10.432 6.724 -0.536
H -8.891 5.594 0.126
H -10.006 4.798 -0.948
H -10.506 5.134 0.756
H -11.392 6.625 -0.596
C -8.123 2.659 0.486
O -7.712 1.412 0.696
H -7.530 3.246 1.217
H -9.182 2.853 0.601
H -7.889 3.108 -0.420
H -6.747 1.358 0.570



Entry 3:
97
Properties=species:S:1:pos:R:3 method="wB97M-V/def2-TZVPD" fmax_ev_per_a=8.76 charge=+2 homo_lumo_gap_ev="8.9 / 7.7" homo_energy_ev="-12.856 / -11.741" multiplicity=5 s_squared=6.006 e_tot_ev=-107938.0767
Fe 0.845 0.907 -0.199
C -1.996 -0.607 4.695
O -1.369 -0.782 3.677
N -3.332 -0.723 4.670
N -1.542 -0.300 5.838
H -3.710 -0.809 5.602
H -3.810 -0.685 3.780
H -0.545 -0.459 5.798
H -2.015 -0.348 6.729
C -0.464 2.485 2.462
O 0.039 2.110 1.424
N 0.105 2.524 3.620
N -1.638 2.987 2.489
H -0.527 2.870 4.328
H 1.078 2.411 3.865
H -2.015 3.218 1.581
H -1.993 3.267 3.392
C -4.892 0.437 1.389
O -4.816 -0.260 2.330
N -5.747 0.252 0.432
N -4.213 1.467 1.135
H -5.831 1.109 -0.096
H -6.421 -0.495 0.348
H -3.315 1.618 1.572
H -4.239 2.007 0.281
C 2.126 -4.838 0.318
O 3.132 -5.499 0.048
N 1.643 -3.988 -0.526
N 1.393 -4.769 1.344
H 2.031 -3.897 -1.454
H 0.813 -3.426 -0.396
H 1.674 -5.167 2.229
H 0.687 -4.050 1.274
C -1.573 4.773 -0.797
O -0.844 5.601 -0.299
N -2.696 4.321 -0.294
N -1.368 4.141 -1.875
H -3.171 3.714 -0.946
H -3.235 4.850 0.377
H -0.586 4.471 -2.422
H -1.910 3.328 -2.128
C 3.816 1.223 0.765
O 2.632 1.541 0.336
N 4.690 0.571 0.031
N 4.251 1.572 1.932
H 4.400 0.248 -0.881
H 5.543 0.296 0.497
H 3.662 2.265 2.371
H 5.243 1.405 2.025
C 1.074 -0.627 -5.334
O 0.652 -0.165 -4.317
N 0.500 -1.458 -6.103
N 2.250 -0.453 -5.812
H 1.142 -1.778 -6.814
H -0.449 -1.790 -6.004
H 2.626 0.471 -5.657
H 2.600 -1.148 -6.457
C 1.758 3.218 -2.371
O 1.104 2.599 -1.549
N 1.920 4.455 -2.286
N 2.211 2.682 -3.521
H 1.508 4.804 -1.432
H 2.472 5.046 -2.891
H 2.881 3.103 -4.149
H 1.833 1.783 -3.780
C -2.099 -3.094 1.204
O -0.897 -2.816 1.045
N -2.718 -2.753 2.204
N -2.777 -3.951 0.493
H -2.310 -2.000 2.740
H -3.710 -2.926 2.133
H -3.736 -4.152 0.735
H -2.368 -4.403 -0.313
C 1.692 -1.221 2.183
O 1.072 -0.538 1.288
N 1.178 -1.654 3.271
N 2.900 -1.690 2.014
H 0.178 -1.521 3.216
H 1.465 -2.532 3.680
H 3.433 -1.449 1.190
H 3.310 -2.269 2.733
C -1.623 -0.569 -1.515
O -0.853 0.119 -0.929
N -2.710 -1.059 -0.992
N -1.558 -0.942 -2.797
H -2.993 -0.667 -0.105
H -3.248 -1.840 -1.339
H -2.265 -1.588 -3.118
H -0.845 -0.667 -3.458
C 2.829 -0.764 -2.168
O 2.063 -0.237 -1.411
N 2.785 -2.071 -2.490
N 3.793 0.021 -2.676
H 1.972 -2.654 -2.354
H 3.480 -2.282 -3.191
H 3.930 0.939 -2.278
H 4.554 -0.402 -3.187